The following is a DFT calculation (ωB97M-V/def2-TZVPD) of C10H16B3Cl2F12N4Ni as an isolated structure at a distorted geometry.

```
48
Properties=species:S:1:pos:R:3:forces:R:3
Ni -12.4216 24.6737 -17.8305 0.9503 0.2617 -1.1788
B -15.0654 24.0976 -18.4022 -1.0127 0.1078 -0.2823
F -14.6134 24.7063 -17.1978 -0.1558 -0.2496 0.5116
F -15.6321 22.8518 -18.2109 0.4029 0.1986 0.1499
F -15.9821 24.9535 -19.0208 0.5218 -0.0897 0.0331
F -13.8337 23.9932 -19.1490 -0.0803 -0.0355 0.0140
B -10.9674 25.4213 -15.6090 0.6344 -0.0888 0.0671
F -10.7370 26.7533 -15.3157 -0.2120 -0.2005 0.1402
F -10.4203 25.0906 -16.8831 -0.1900 0.2049 0.1619
F -10.4621 24.5688 -14.6237 -0.1909 0.2145 -0.1479
F -12.3722 25.1623 -15.7820 -0.2392 0.2444 0.5992
B -11.0665 24.3106 -20.8728 0.4036 -0.3724 -1.3624
F -10.8724 22.9152 -20.9074 -0.1378 0.4176 0.2871
F -12.2156 24.6667 -21.5831 0.2675 0.0016 0.3994
F -11.2024 24.7227 -19.4901 -0.2829 0.0918 0.7724
F -9.9327 24.9646 -21.3917 -0.4750 -0.1785 0.3592
C -7.0492 25.7904 -15.0121 -0.6059 0.5956 -0.4798
C -6.7743 27.0176 -15.7657 0.2417 -0.4194 0.6088
N -6.5322 28.0123 -16.2752 0.0979 0.4378 -0.3625
H -6.3372 25.6592 -14.2047 0.1111 -0.1113 -0.0655
H -7.0656 24.9588 -15.7117 0.0555 -0.1902 0.2130
H -8.0494 25.9235 -14.5967 0.0146 -0.3181 0.0879
C -10.7485 22.9391 -11.8132 0.1079 -0.3805 -0.4708
C -9.3527 23.1281 -12.1947 -0.1362 0.2647 0.2399
N -8.2645 23.2531 -12.5300 0.2503 -0.0239 0.0236
H -11.3587 23.7551 -12.1909 0.0375 0.0281 -0.0612
H -10.8874 22.8228 -10.7427 0.1692 0.0527 0.0608
H -11.0396 22.0114 -12.3118 -0.3475 0.1002 0.1360
C -11.1088 20.4680 -16.2924 0.5762 0.3311 0.8236
C -11.5467 21.7621 -16.7775 0.0062 -0.5167 0.0486
N -11.8212 22.7895 -17.1753 -0.6347 0.6139 -0.4495
H -11.8740 19.9158 -15.7540 -0.3525 -0.0258 -0.4945
H -10.3622 20.6741 -15.5169 0.1871 -0.0273 -0.2723
H -10.6426 19.9155 -17.1014 -0.1387 -0.1856 -0.0038
C -15.0919 28.2349 -18.5108 -0.1831 0.4480 0.7300
C -13.9153 27.4325 -18.2639 0.0126 -0.0357 -0.6440
N -12.9575 26.8204 -18.1466 0.1869 -0.8805 0.2812
H -15.9965 27.6540 -18.3385 0.1089 -0.1933 -0.1416
H -15.0843 28.6636 -19.5086 0.0820 -0.1288 -0.0636
H -15.0747 29.0357 -17.7657 -0.1226 0.0783 -0.1525
Cl -13.1882 30.3365 -13.6517 0.1082 0.0403 0.0042
C -13.0156 28.5787 -13.4317 0.3392 -0.2848 0.0478
C -13.7507 27.7720 -14.4690 0.1582 -0.3769 0.2476
Cl -15.4993 28.1271 -14.4651 -0.0467 -0.0893 -0.1317
H -13.3262 28.3297 -12.4188 -0.3506 0.1282 -0.0846
H -11.9618 28.3104 -13.4827 0.1026 0.2060 -0.2523
H -13.6106 26.7229 -14.2219 -0.2196 -0.1129 0.0878
H -13.3570 27.8583 -15.4759 -0.0194 0.4480 -0.0345
```
Forces are in eV/Å.

Results
Spin multiplicity: 3
Charge: -1
Orbital gap (spin up / spin down), eV: 10.6 / 10.6
LUMO level (spin up / spin down), eV: 1.92 / 1.92
<S²>: 2.00
ΔE to the lowest compared entry with this formula, charge and spin, eV: 0.000
Max |F|, eV/A: 1.54